Entry from the Open Molecules 2025 dataset: a molecular structure, C26H29ClFeN7O3SSe (ωB97M-V/def2-TZVPD).

The charge is +2. Its spin multiplicity is 2. The expectation value of S² is 0.807. The lowest unoccupied orbital energy (spin up / spin down) is -7.4 / -7.4 eV. The value obtained for the gap between HOMO and LUMO (spin up / spin down) is 5.728 / 5.592 eV.

Positions of all 69 atoms, in Å:
Fe -0.14626 -0.27451 -0.26363
Cl -1.64586 6.66341 0.44971
C -1.26017 5.04858 -0.00737
C -1.08592 4.73702 -1.37042
C -0.77790 3.46526 -1.77957
C -0.63467 2.42793 -0.84222
O -0.36986 1.22450 -1.28030
C -0.79895 2.74371 0.53301
C -0.64321 1.78225 1.54581
O -0.30954 0.57272 1.41416
C -1.12022 4.06977 0.92888
H -1.20531 5.52448 -2.10301
H -0.64996 3.23170 -2.82714
H -0.81645 2.10584 2.57535
H -1.24478 4.29638 1.97997
Se 3.53966 -3.79960 0.30158
N 2.64726 -4.39158 1.67173
C 1.47037 -3.78712 1.77760
C 0.47291 -4.09142 2.73709
C -0.67666 -3.35996 2.69349
C -0.83192 -2.35368 1.71610
N 0.06027 -2.04800 0.79113
C 1.22534 -2.75650 0.82343
N 2.23447 -2.58000 -0.02787
H 0.65225 -4.86716 3.46927
H -1.47655 -3.51991 3.40156
H -1.72979 -1.74875 1.70561
S -2.44818 -0.46247 -0.80584
C -3.26315 -1.96224 -0.46756
N -4.26764 -1.97403 0.39864
C -5.16396 -3.12126 0.58184
C -4.38665 -4.40086 0.32685
C -3.70196 -4.32481 -1.02606
N -2.93807 -3.07443 -1.11229
H -4.53060 -1.07627 0.77691
H -6.00918 -3.03248 -0.10390
H -5.55027 -3.08701 1.59830
H -5.06325 -5.25305 0.34942
H -3.64351 -4.54925 1.11348
H -4.43484 -4.35062 -1.83505
H -3.01193 -5.15354 -1.17082
H -2.20868 -2.98661 -1.80122
C 6.19299 0.04340 -4.15052
C 4.79954 -0.55968 -4.22793
N 4.70833 -1.89515 -3.62851
C 5.25184 -3.01207 -4.41746
C 4.18772 -3.64714 -5.29708
C 4.15446 -2.16329 -2.45647
O 4.03052 -3.33267 -2.02319
C 3.62769 -1.10003 -1.56028
C 4.37953 -0.13247 -0.99902
C 3.83558 0.75903 -0.02039
C 2.50959 0.69318 0.22033
N 1.69564 -0.23558 -0.36467
C 2.24862 -1.33858 -1.04401
H 6.21665 0.98366 -4.69952
H 6.93543 -0.61773 -4.59558
H 6.49403 0.24533 -3.12298
H 4.50539 -0.67227 -5.27395
H 4.05752 0.08342 -3.75978
H 5.67540 -3.73982 -3.72938
H 6.06504 -2.61002 -5.01995
H 3.39105 -4.07336 -4.68795
H 4.62576 -4.44716 -5.89232
H 3.75703 -2.91814 -5.98442
H 5.40956 -0.00789 -1.30678
H 4.44575 1.52050 0.43862
H 2.00757 1.40917 0.85782
H 1.57201 -1.72227 -1.81518

Charges in e, computed with natural (NBO), in the same order as the atoms: atom 1 (Fe): 1.235, atom 2 (Cl): 0.062, atom 3 (C): -0.080, atom 4 (C): -0.107, atom 5 (C): -0.271, atom 6 (C): 0.414, atom 7 (O): -0.647, atom 8 (C): -0.259, atom 9 (C): 0.428, atom 10 (O): -0.610, atom 11 (C): -0.154, atom 12 (H): 0.250, atom 13 (H): 0.246, atom 14 (H): 0.190, atom 15 (H): 0.240, atom 16 (Se): 1.327, atom 17 (N): -0.579, atom 18 (C): 0.105, atom 19 (C): -0.083, atom 20 (C): -0.271, atom 21 (C): 0.159, atom 22 (N): -0.514, atom 23 (C): 0.327, atom 24 (N): -0.539, atom 25 (H): 0.265, atom 26 (H): 0.255, atom 27 (H): 0.232, atom 28 (S): -0.258, atom 29 (C): 0.370, atom 30 (N): -0.563, atom 31 (C): -0.228, atom 32 (C): -0.426, atom 33 (C): -0.225, atom 34 (N): -0.562, atom 35 (H): 0.436, atom 36 (H): 0.220, atom 37 (H): 0.236, atom 38 (H): 0.258, atom 39 (H): 0.211, atom 40 (H): 0.220, atom 41 (H): 0.231, atom 42 (H): 0.428, atom 43 (C): -0.618, atom 44 (C): -0.216, atom 45 (N): -0.370, atom 46 (C): -0.220, atom 47 (C): -0.618, atom 48 (C): 0.673, atom 49 (O): -0.722, atom 50 (C): -0.201, atom 51 (C): -0.094, atom 52 (C): -0.324, atom 53 (C): 0.063, atom 54 (N): -0.555, atom 55 (C): 0.115, atom 56 (H): 0.238, atom 57 (H): 0.222, atom 58 (H): 0.202, atom 59 (H): 0.216, atom 60 (H): 0.216, atom 61 (H): 0.231, atom 62 (H): 0.213, atom 63 (H): 0.213, atom 64 (H): 0.238, atom 65 (H): 0.210, atom 66 (H): 0.237, atom 67 (H): 0.249, atom 68 (H): 0.218, atom 69 (H): 0.213